DFT (ωB97M-V with the def2-TZVPD basis set) results for a 10-piece molecular cluster, C37H74O16 overall in a non-equilibrium geometry.

Geometry as XYZ:
```
127
Properties=species:S:1:pos:R:3:forces:R:3
C 21.02431 13.16497 13.51483 -0.43 -1.31 1.98
O 20.26756 12.95215 14.79833 0.05 0.31 -2.10
C 20.99047 12.66748 15.85544 -0.41 -0.24 -0.86
O 22.18328 12.71505 15.88892 1.03 0.06 0.67
O 20.16598 12.28445 16.83249 0.76 0.35 0.29
C 20.84242 12.30334 18.11966 -1.89 -0.48 -0.36
H 22.07129 12.90577 13.62919 -0.17 -0.49 0.05
H 20.98902 14.17490 13.29096 -0.29 2.12 -0.28
H 20.48399 12.61801 12.77087 -0.07 -0.56 -0.28
H 20.79011 13.32992 18.46828 0.34 -0.04 0.33
H 21.83129 11.90199 18.02993 0.48 -0.04 0.10
H 20.16964 11.64907 18.68163 0.49 0.24 0.46
C 20.16708 8.74860 16.05992 0.89 1.05 1.42
O 21.05034 7.98436 15.25742 0.11 -0.19 0.36
C 21.36193 8.51407 14.09798 -0.90 1.01 -1.75
O 21.01109 9.60761 13.67422 0.83 -1.06 0.76
O 22.02303 7.59573 13.38397 -0.21 0.00 0.27
C 22.62352 7.99400 12.15506 -0.34 0.21 -0.84
H 19.21818 8.89455 15.63184 -1.27 -0.21 -0.84
H 20.54367 9.75169 16.30499 0.31 -0.24 -0.42
H 20.08422 8.24868 17.01378 -0.06 -0.42 0.00
H 23.19349 7.10130 11.87617 -0.09 0.41 -0.21
H 23.27922 8.83323 12.35337 0.25 0.12 -0.11
H 21.92214 8.30850 11.31100 0.51 -0.60 1.40
C 16.35473 11.36502 18.18169 0.50 0.80 -1.11
O 15.28119 11.85031 17.36517 -1.03 -0.62 0.24
C 14.03715 11.33046 17.64377 1.81 1.56 -1.33
O 13.77913 10.64198 18.56727 -0.60 -0.95 1.18
O 13.24256 11.77327 16.67612 -1.14 0.03 0.27
C 11.80591 11.87594 16.95022 1.61 1.46 2.58
H 16.59769 12.13936 18.91030 -0.35 -0.55 0.60
H 17.22619 11.34846 17.53090 0.07 -0.08 -0.29
H 16.18340 10.34887 18.48975 -0.18 -0.09 0.75
H 11.61572 12.94899 16.93971 -0.29 -0.08 -0.71
H 11.51760 11.61368 17.99248 0.63 -0.47 -0.69
H 11.28038 11.30790 16.26356 -0.98 -0.89 -1.42
C 9.31866 8.21132 13.93579 0.15 1.37 -0.87
C 8.18022 7.79930 13.01137 0.11 -0.43 -0.14
C 8.74405 8.08180 11.62930 0.30 -0.84 0.72
O 10.15170 7.86703 11.75966 -0.12 -0.13 -0.49
C 10.50373 7.69601 13.12978 -0.43 0.51 -0.02
H 9.26425 7.84301 14.93748 -0.04 -0.46 0.56
H 9.38452 9.30565 13.99341 -0.13 -0.06 0.03
H 7.21389 8.23073 13.15658 -0.49 0.75 0.31
H 8.00730 6.74221 13.13885 0.08 -0.62 -0.09
H 8.56355 9.07454 11.32118 -0.09 1.54 -0.16
H 8.31737 7.48410 10.83785 0.06 -0.67 -0.14
H 11.44543 8.23298 13.23475 -0.01 -0.14 0.51
H 10.59057 6.65358 13.38330 0.56 -0.70 -0.14
C 19.04086 9.96366 11.36623 -1.16 1.48 0.21
C 18.79406 8.52887 11.06477 0.05 -1.81 -1.52
C 17.57178 8.49435 10.12279 1.08 0.71 -0.60
O 16.79567 9.57425 10.54148 0.09 1.65 0.79
C 17.73791 10.66198 10.87415 -0.32 -1.25 -0.99
H 19.91430 10.44241 10.90000 -0.17 -0.38 0.30
H 19.04486 10.03994 12.44003 0.58 0.42 0.31
H 18.56513 7.98338 11.96919 0.02 -0.17 0.23
H 19.61032 8.03163 10.53094 0.15 0.00 0.35
H 16.93686 7.63368 10.23018 -0.02 -0.66 -0.18
H 17.92252 8.63164 9.03713 -0.54 -0.25 1.16
H 17.26901 11.33674 11.59856 0.04 -0.17 -0.32
H 17.92003 11.13925 9.90820 0.04 0.53 0.18
C 13.26058 12.00644 12.25852 1.45 -1.26 -0.75
C 12.25839 11.24831 11.30623 -1.20 0.21 3.38
C 10.92325 12.00511 11.65417 0.51 0.93 0.10
O 11.30825 13.13270 12.50507 -0.90 -0.83 -0.30
C 12.38831 12.66366 13.27783 0.41 1.11 0.93
H 13.69430 12.77800 11.62475 0.31 0.14 0.19
H 14.11444 11.36669 12.66760 -1.24 0.77 -0.49
H 12.12420 10.19390 11.62674 0.29 0.50 -0.57
H 12.53772 11.36470 10.31003 0.42 -0.15 -1.66
H 10.18935 11.37072 12.15455 0.22 -0.19 0.41
H 10.36540 12.46050 10.84058 0.30 -0.05 -0.40
H 12.07275 11.94315 14.03085 -0.29 -0.30 0.19
H 12.82117 13.53522 13.86617 -0.31 -1.04 -0.97
C 13.95932 6.84552 9.28631 -0.39 0.46 0.47
C 13.62475 7.89365 10.33158 1.27 0.35 0.83
C 13.29786 6.98542 11.54154 0.52 -0.79 -1.74
O 14.19260 5.80588 11.35817 -0.29 1.07 1.34
C 14.59243 5.67555 10.02021 -2.35 -1.02 -1.27
H 14.55706 7.23586 8.50590 0.60 0.32 -0.97
H 12.98319 6.59883 8.91695 -0.34 -0.68 -0.69
H 12.77189 8.48836 10.00011 0.11 0.08 0.24
H 14.52282 8.57456 10.53288 -1.26 -0.81 -0.04
H 12.25405 6.60687 11.49190 0.63 0.40 0.18
H 13.52431 7.51092 12.45646 0.01 -0.48 0.42
H 14.10661 4.73822 9.57195 0.84 0.83 0.68
H 15.65019 5.58699 9.86481 0.73 0.13 0.39
C 17.10950 5.16772 17.50344 -0.10 -0.31 1.42
C 16.10482 5.88851 18.45759 1.02 -0.71 0.26
C 15.90598 7.17235 17.68521 -2.21 -0.77 -1.95
O 17.08407 7.52007 17.00883 0.57 -0.28 0.74
C 17.84803 6.32996 16.91782 1.77 0.05 -0.41
H 16.55544 4.63760 16.75391 -0.53 -0.05 -0.60
H 17.72001 4.34957 17.96286 -0.19 1.08 -0.06
H 16.56249 6.12403 19.45704 -0.62 -0.67 -0.73
H 15.24110 5.19648 18.44141 0.07 0.96 0.84
H 15.50518 8.03623 18.17847 -0.10 0.32 0.63
H 15.17672 6.90522 16.86303 0.14 0.36 0.78
H 18.81811 6.50108 17.39768 -0.12 -0.07 0.16
H 18.06355 6.13179 15.88995 0.23 0.05 -0.94
C 16.37546 15.68418 13.52874 -1.56 0.11 -0.13
C 17.16751 15.06647 14.68546 -0.41 0.69 -0.31
C 16.84673 13.59464 14.53451 1.24 0.50 -2.04
O 15.54542 13.51516 14.05665 -1.11 0.22 -0.41
C 15.45789 14.50614 13.03263 1.59 0.35 0.60
H 17.00955 16.02520 12.73416 0.26 0.32 -0.45
H 15.67840 16.52059 13.83884 1.11 -0.75 -0.19
H 16.80786 15.56846 15.56350 -0.27 -0.44 0.93
H 18.22158 15.27458 14.65818 0.54 -0.03 -0.26
H 16.94919 13.01519 15.39027 0.12 -1.06 1.59
H 17.52787 13.19025 13.71992 -0.29 0.19 0.86
H 14.45795 14.85223 12.95394 -0.99 -0.07 -0.27
H 15.83445 14.10638 12.08003 -0.18 -0.04 0.09
C 15.42005 9.77408 15.10210 -0.81 1.53 0.24
C 14.88245 8.56409 14.43191 -0.96 -2.43 -0.10
C 16.08738 8.01327 13.65817 0.63 -0.29 -0.14
O 17.17958 8.85025 14.05210 0.93 -0.64 -0.65
C 16.65285 10.11900 14.33159 1.06 0.17 0.68
H 15.74638 9.47617 16.06314 0.28 0.10 1.28
H 14.76259 10.65867 15.14042 -0.04 -0.63 0.16
H 14.09207 8.85995 13.75556 -0.28 -0.12 -0.28
H 14.49584 7.68238 15.05776 0.24 1.76 -0.40
H 15.87242 8.10695 12.58103 0.43 -0.14 0.11
H 16.41886 6.96944 13.90114 -0.61 0.86 -0.23
H 16.51240 10.65813 13.40320 -0.46 0.35 -0.26
H 17.36468 10.70117 14.96634 -0.27 -0.49 -0.57
```
Forces are in eV/Å.

- Energy above the lowest of the compared OMol25 structures with the same formula, charge and spin: 1.775 eV
- Spin multiplicity: 1
- Structure (SMILES): COC(=O)OC.COC(=O)OC.COC(=O)OC.C1CCOC1.C1CCOC1.C1CCOC1.C1CCOC1.C1CCOC1.C1CCOC1.C1CCOC1
- Strongest force on any atom: 3.590 eV/Å
- E_HOMO: -0.338 Eh
- Energy: -2657.8496 Ha